1.
{"formula": "C15H31N6O", "method": "wB97M-V/def2-TZVPD", "fmax_ha_per_bohr": 0.358, "charge": 1, "homo_lumo_gap_ev": 9.728, "molar_mass_da": 311.5, "homo_energy_ev": -11.79, "lumo_energy_ev": -2.1, "e_above_lowest_ev": 18.246, "species": ["C", "H", "C", "H", "C", "H", "C", "H", "H", "C", "N", "C", "H", "H", "C", "N", "C", "H", "H", "C", "H", "H", "C", "C", "H", "H", "H", "H", "H", "H", "H", "H", "C", "N", "N", "N", "N", "C", "H", "H", "C", "O", "C", "H", "H", "H", "H", "H", "H", "H", "H", "H", "H"], "positions_angstrom": [[-3.437, -3.920, -0.076], [-2.565, -4.691, -0.061], [-2.721, -2.507, -0.634], [-3.614, -1.884, -0.747], [-1.822, -2.264, 0.244], [-1.108, -2.913, 0.564], [-1.353, -0.872, 0.125], [-0.878, -0.795, -1.174], [-2.118, 0.019, -0.180], [-0.142, -0.289, 0.917], [0.932, -0.896, 0.982], [1.414, -1.693, -0.280], [0.741, -2.289, -0.953], [2.020, -2.608, 0.241], [2.540, -0.981, -1.112], [3.151, -0.030, 0.036], [3.437, -0.747, 1.301], [3.982, 0.025, 1.936], [4.027, -1.432, 1.085], [1.998, -0.723, 2.041], [1.710, 0.136, 2.371], [1.994, -1.483, 2.818], [4.459, 0.677, -0.602], [4.127, 1.454, -1.720], [3.448, 2.341, -1.920], [5.192, 1.921, -2.207], [3.860, 0.615, -2.731], [4.959, 1.354, 0.076], [5.073, -0.293, -0.777], [2.515, 0.779, 0.073], [2.067, -0.292, -1.828], [3.261, -1.657, -1.557], [0.151, 1.238, 0.659], [1.218, 1.533, 0.089], [1.102, 2.919, 0.053], [0.069, 3.560, 0.546], [-0.625, 2.282, 0.730], [-1.961, 2.423, 1.749], [-1.924, 3.193, 2.296], [-2.376, 1.565, 1.986], [-2.889, 2.791, 0.592], [-3.224, 1.930, -0.303], [-4.128, 2.116, -1.517], [-4.080, 1.171, -2.203], [-3.856, 3.130, -2.159], [-4.873, 2.223, -1.131], [-2.540, 3.697, 0.018], [-3.804, 2.904, 0.958], [-0.581, -0.186, 1.838], [-2.457, -1.902, 1.421], [-2.380, -2.679, -1.631], [-3.964, -3.764, 0.747], [-4.030, -4.205, -0.987]], "forces_ev_per_a": [[4.3, -0.6, -7.5], [-1.7, 1.2, 0.6], [-9.9, -6.2, -5.2], [0.6, 0.7, 0.3], [3.0, 8.0, 11.2], [2.0, -2.1, 0.4], [2.8, 4.7, -6.7], [-0.9, -0.3, 3.1], [1.3, -2.4, 1.7], [-9.1, 6.2, -0.6], [10.3, -8.9, -2.8], [2.8, -2.9, 2.4], [-0.1, 1.3, 1.0], [-1.4, 1.9, -1.1], [-2.0, 2.0, 3.0], [3.9, -0.8, -3.5], [-6.5, 10.4, 3.0], [-0.1, -1.1, -0.8], [4.5, -7.3, -1.2], [1.1, -6.6, -4.5], [-0.5, 5.6, 2.7], [-0.3, -0.2, 0.1], [-0.2, -3.8, 3.2], [1.5, 0.7, -9.8], [0.4, -1.4, 1.5], [-2.7, -1.3, 1.5], [0.6, 2.7, 2.9], [-0.1, -0.5, 1.2], [-0.4, 2.2, -0.2], [-1.0, 0.0, 0.5], [0.5, -0.3, 0.1], [0.2, 0.1, 0.1], [-4.8, -3.1, -0.4], [1.5, 5.3, -1.0], [4.0, 4.7, -1.2], [1.8, -8.6, -2.1], [-5.2, 2.6, 6.6], [2.3, -2.2, -11.1], [1.0, 5.4, 4.7], [-0.8, -4.6, 2.2], [1.2, 5.4, 0.1], [0.4, -7.3, -6.5], [16.8, -0.5, -7.5], [0.2, 1.8, 1.6], [-0.4, -2.6, 1.7], [-15.8, 2.1, 7.1], [0.0, 0.0, 1.3], [-3.9, 2.6, 3.2], [-1.2, -0.1, 3.2], [1.4, -1.9, -2.6], [0.5, -0.3, -0.9], [-2.1, 0.5, 3.7], [-0.1, -0.2, 1.3]]}

=====

2.
{"formula": "C15H32As2CdN2O5", "method": "wB97M-V/def2-TZVPD", "fmax_ha_per_bohr": 0.047, "homo_lumo_gap_ev": [2.852, 2.627], "molar_mass_da": 582.7, "homo_energy_ev": [-3.54, -3.42], "lumo_energy_ev": [-0.7, -0.8], "e_above_lowest_ev": 6.972, "species": ["O", "H", "Cd", "N", "N", "O", "O", "C", "C", "C", "C", "H", "H", "H", "H", "H", "H", "H", "H", "O", "H", "H", "C", "H", "H", "H", "O", "H", "H", "C", "As", "C", "C", "C", "C", "C", "C", "C", "As", "C", "C", "H", "H", "H", "H", "H", "H", "H", "H", "H", "H", "H", "H", "H", "H", "H", "H"], "positions_angstrom": [[1.255, -4.123, -0.199], [0.377, -4.490, 0.022], [1.248, 0.350, 1.166], [3.451, 1.000, 0.775], [2.027, 1.181, -1.293], [4.229, 0.444, 1.660], [1.454, 1.128, -2.600], [3.999, 1.737, -0.211], [3.199, 1.818, -1.379], [5.372, 2.291, -0.149], [3.605, 2.352, -2.693], [5.893, 1.991, 0.766], [5.331, 3.391, -0.202], [5.949, 1.948, -1.021], [2.884, 3.108, -3.032], [3.640, 1.551, -3.445], [4.589, 2.825, -2.623], [3.320, -0.925, 1.608], [0.681, 0.536, -2.520], [0.140, 2.363, 0.053], [0.290, 3.230, 0.475], [0.921, 2.210, -0.585], [1.610, -3.867, -1.530], [2.006, -4.795, -1.937], [2.369, -3.081, -1.521], [0.710, -3.583, -2.080], [2.527, -1.398, 1.151], [1.688, -3.684, 0.563], [2.795, -1.406, 0.201], [-3.277, -1.145, -2.221], [-1.946, -0.094, -1.221], [-2.142, 1.601, -2.192], [-3.130, 0.402, 0.304], [-4.374, 0.971, 0.076], [-5.181, 1.332, 1.164], [-4.745, 1.116, 2.480], [-3.496, 0.524, 2.712], [-2.706, 0.157, 1.630], [-0.966, -0.749, 1.956], [-0.766, -0.765, 3.892], [-1.521, -2.612, 1.656], [-2.883, -1.272, -3.238], [-4.239, -0.621, -2.221], [-3.358, -2.120, -1.725], [-3.207, 1.782, -2.375], [-1.697, 2.387, -1.570], [-1.588, 1.501, -3.135], [-4.726, 1.130, -0.943], [-6.155, 1.780, 0.984], [-5.375, 1.392, 3.327], [-3.144, 0.345, 3.735], [-1.347, -1.581, 4.334], [0.306, -0.923, 4.065], [-1.073, 0.209, 4.284], [-1.749, -3.066, 2.625], [-2.396, -2.645, 1.003], [-0.681, -3.142, 1.191]], "forces_ev_per_a": [[0.0, -0.8, 1.8], [-1.0, -0.3, 0.0], [-0.3, 1.9, -0.4], [0.3, 0.4, -1.0], [-0.1, -0.1, -0.7], [0.4, -0.1, 0.8], [-1.0, -0.4, -0.5], [-0.8, -0.3, 0.9], [-1.1, -1.1, 0.6], [0.6, 0.1, -0.3], [0.8, 0.6, -0.2], [-0.2, 0.0, -0.2], [0.1, -0.2, 0.1], [0.1, 0.1, 0.3], [0.1, -0.2, -0.1], [0.0, 0.3, 0.2], [-0.2, -0.1, -0.1], [0.0, 0.2, -0.4], [0.6, 0.4, 0.3], [0.4, 0.7, -0.2], [-0.1, -0.6, -0.2], [-0.7, 0.0, 0.6], [0.5, 0.2, -2.4], [0.1, 0.1, -0.1], [-0.3, -0.1, -0.1], [0.3, 0.2, 0.1], [1.2, -1.8, -0.4], [0.5, 0.8, 0.5], [-0.1, 0.2, 0.8], [0.3, 0.0, 0.1], [-0.3, 0.3, 0.3], [0.0, -0.2, 0.0], [0.6, -0.5, 0.2], [-0.2, 0.1, 0.6], [0.2, -0.1, 0.3], [0.1, -0.1, -0.3], [-0.3, 0.1, -0.1], [0.5, 0.0, -0.2], [-0.3, 0.5, -0.4], [-0.1, -0.1, 0.0], [0.0, -0.8, 0.0], [-0.3, 0.0, 0.2], [0.2, -0.3, -0.2], [-0.1, 0.2, -0.3], [0.3, 0.1, -0.1], [-0.1, -0.2, -0.3], [-0.2, 0.2, 0.2], [0.0, 0.1, 0.3], [0.1, -0.1, 0.1], [0.1, 0.0, -0.3], [-0.3, 0.1, -0.4], [0.1, 0.3, 0.0], [-0.3, 0.1, 0.1], [0.2, -0.2, 0.1], [-0.1, -0.1, -0.1], [0.1, 0.0, 0.0], [-0.5, 0.3, 0.2]]}

=====

3.
{"formula": "C15H32BClF", "method": "wB97M-V/def2-TZVPD", "fmax_ha_per_bohr": 0.012, "charge": -1, "homo_lumo_gap_ev": 6.135, "molar_mass_da": 277.7, "homo_energy_ev": -3.80, "lumo_energy_ev": 2.3, "species": ["C", "C", "C", "C", "C", "C", "C", "C", "C", "C", "C", "C", "C", "B", "C", "C", "F", "H", "H", "H", "H", "H", "H", "H", "H", "H", "H", "H", "H", "H", "H", "H", "H", "H", "H", "H", "H", "H", "H", "H", "H", "H", "H", "H", "H", "H", "H", "H", "H", "Cl"], "positions_angstrom": [[-0.366, 0.271, 3.950], [-0.143, -1.240, 3.984], [0.401, -1.816, 2.669], [-0.268, -1.268, 1.407], [-1.758, -1.628, 1.282], [-2.633, -0.514, 0.700], [-2.076, 0.197, -0.520], [-1.802, -0.711, -1.720], [-1.013, 0.013, -2.821], [0.158, -0.754, -3.441], [1.160, -1.416, -2.486], [2.336, -0.526, -2.072], [2.062, 0.268, -0.764], [2.956, 1.531, -0.644], [2.451, 2.955, -0.228], [0.993, 3.305, -0.542], [0.273, 3.440, 0.650], [-1.276, 0.528, 3.405], [-0.449, 0.679, 4.957], [0.456, 0.773, 3.432], [0.582, -1.465, 4.774], [-1.065, -1.753, 4.267], [0.318, -2.908, 2.685], [1.472, -1.585, 2.619], [0.271, -1.671, 0.542], [-0.125, -0.185, 1.358], [-1.850, -2.522, 0.654], [-2.154, -1.918, 2.260], [-3.639, -0.878, 0.477], [-2.778, 0.248, 1.474], [-2.846, 0.907, -0.837], [-1.183, 0.787, -0.275], [-1.324, -1.655, -1.435], [-2.784, -0.977, -2.125], [-0.686, 0.988, -2.445], [-1.705, 0.237, -3.637], [0.722, -0.041, -4.055], [-0.231, -1.500, -4.140], [1.563, -2.301, -2.989], [0.674, -1.782, -1.577], [3.193, -1.173, -1.865], [2.607, 0.145, -2.892], [0.990, 0.468, -0.665], [2.317, -0.400, 0.072], [4.133, 1.390, -0.857], [3.113, 3.726, -0.630], [2.539, 3.014, 0.866], [0.484, 2.537, -1.126], [0.910, 4.251, -1.080], [-4.983, 1.929, -0.612]], "forces_ev_per_a": [[-0.1, -0.1, -0.2], [0.2, 0.0, 0.1], [0.0, 0.2, 0.0], [0.0, -0.2, 0.0], [0.0, -0.1, -0.2], [0.1, 0.3, 0.4], [-0.1, -0.1, -0.4], [-0.3, 0.0, 0.0], [-0.2, -0.1, -0.1], [0.1, 0.2, 0.1], [0.2, -0.1, -0.2], [-0.1, -0.2, 0.6], [-0.2, 0.0, -0.3], [0.1, -0.1, 0.2], [-0.2, 0.1, -0.4], [0.0, -0.1, 0.1], [0.1, 0.0, -0.1], [0.0, 0.0, 0.0], [0.0, 0.0, 0.0], [0.0, 0.0, 0.1], [-0.1, -0.1, 0.0], [0.0, 0.1, 0.0], [0.0, 0.0, 0.0], [0.0, 0.0, 0.0], [-0.1, 0.1, 0.1], [-0.1, -0.1, 0.1], [0.0, 0.0, 0.1], [0.0, 0.0, 0.0], [0.1, -0.1, 0.0], [-0.1, 0.0, -0.1], [0.1, 0.2, 0.2], [0.0, -0.1, 0.1], [0.1, 0.1, 0.0], [0.1, -0.2, 0.0], [0.1, -0.1, 0.0], [0.1, 0.2, 0.0], [0.0, -0.1, -0.1], [-0.1, -0.1, 0.1], [0.0, 0.0, 0.0], [0.0, 0.0, -0.1], [0.2, 0.2, -0.2], [0.0, -0.1, 0.0], [0.1, 0.0, 0.0], [0.0, 0.1, 0.0], [0.0, 0.0, 0.0], [0.0, 0.0, 0.2], [0.2, 0.0, 0.0], [0.0, 0.0, 0.0], [0.0, 0.0, 0.1], [-0.2, 0.0, 0.0]]}

=====

4.
{"formula": "C15H32BrHgNS2Si", "method": "wB97M-V/def2-TZVPD", "fmax_ha_per_bohr": 0.015, "s2": 0.76, "charge": 1, "homo_lumo_gap_ev": [8.360, 4.766], "molar_mass_da": 599.1, "homo_energy_ev": [-11.70, -11.70], "lumo_energy_ev": [-3.3, -6.9], "multiplicity": 2, "species": ["Hg", "S", "C", "N", "C", "C", "S", "H", "H", "H", "H", "H", "C", "C", "C", "C", "Si", "Br", "C", "C", "C", "C", "C", "C", "C", "C", "H", "H", "H", "H", "H", "H", "H", "H", "H", "H", "H", "H", "H", "H", "H", "H", "H", "H", "H", "H", "H", "H", "H", "H", "H", "H", "H"], "positions_angstrom": [[-4.729, -0.370, 0.965], [-6.326, -3.011, 0.848], [-5.224, -3.996, -0.010], [-4.925, -3.857, -1.282], [-4.157, -4.941, -1.902], [-3.385, -5.593, -0.761], [-4.400, -5.307, 0.732], [-5.407, -3.169, -1.844], [-3.491, -4.546, -2.664], [-4.851, -5.645, -2.365], [-2.421, -5.116, -0.591], [-3.251, -6.661, -0.903], [0.636, 0.224, -2.485], [1.012, 1.424, -1.599], [2.460, 1.836, -1.921], [0.079, 2.572, -2.012], [0.842, 1.024, 0.269], [-1.146, -0.144, 0.397], [0.565, 2.556, 1.395], [1.659, 3.601, 1.118], [0.615, 2.161, 2.877], [-0.814, 3.186, 1.144], [2.117, -0.237, 0.958], [1.621, -0.946, 2.226], [2.374, -1.333, -0.090], [3.448, 0.473, 1.257], [0.804, 0.500, -3.531], [-0.416, -0.041, -2.376], [1.232, -0.662, -2.281], [2.524, 2.128, -2.974], [3.165, 1.018, -1.768], [2.791, 2.688, -1.325], [0.143, 2.703, -3.097], [0.362, 3.521, -1.557], [-0.963, 2.358, -1.768], [2.662, 3.199, 1.267], [1.539, 4.439, 1.813], [1.596, 4.007, 0.108], [1.605, 1.824, 3.182], [-0.118, 1.390, 3.121], [0.377, 3.043, 3.481], [-0.950, 3.527, 0.121], [-0.920, 4.062, 1.794], [-1.623, 2.497, 1.387], [0.730, -1.543, 2.034], [1.402, -0.264, 3.043], [2.408, -1.625, 2.573], [1.452, -1.838, -0.385], [3.039, -2.087, 0.344], [2.865, -0.944, -0.981], [3.358, 1.188, 2.076], [3.842, 0.998, 0.385], [4.193, -0.271, 1.555]], "forces_ev_per_a": [[-0.2, -0.7, -0.1], [0.4, 0.7, 0.1], [0.2, 0.1, 0.1], [0.0, 0.0, -0.2], [0.1, -0.1, 0.0], [-0.1, 0.1, 0.1], [-0.1, 0.0, 0.0], [0.0, 0.0, 0.1], [0.0, 0.0, 0.0], [0.0, 0.0, 0.0], [0.0, 0.0, 0.0], [0.0, 0.0, 0.0], [0.1, 0.0, -0.1], [0.0, -0.1, 0.0], [0.0, 0.0, 0.0], [0.1, 0.0, 0.0], [0.1, 0.1, 0.2], [-0.3, -0.1, 0.0], [-0.1, -0.3, -0.2], [0.0, 0.0, 0.1], [0.0, 0.2, 0.0], [0.1, 0.2, 0.1], [-0.2, 0.0, -0.2], [0.1, 0.0, 0.1], [0.1, 0.0, 0.1], [0.0, 0.0, 0.0], [0.0, 0.0, 0.0], [0.0, 0.0, 0.0], [0.0, 0.0, 0.0], [0.0, 0.0, 0.0], [0.0, 0.0, 0.0], [0.0, 0.0, 0.0], [0.0, 0.0, 0.0], [0.0, 0.0, 0.0], [0.0, 0.0, 0.0], [0.0, 0.0, 0.0], [0.0, 0.0, 0.0], [0.0, 0.0, 0.0], [0.0, 0.0, 0.0], [0.0, 0.0, 0.0], [0.0, 0.0, 0.0], [0.0, 0.0, 0.0], [0.0, 0.0, 0.0], [0.0, 0.0, 0.0], [0.0, 0.0, 0.0], [0.0, 0.0, 0.0], [0.0, 0.0, 0.0], [0.0, 0.0, 0.0], [0.0, 0.0, 0.0], [0.0, 0.0, 0.0], [0.0, 0.0, 0.0], [0.0, 0.0, 0.0], [0.0, 0.0, 0.0]]}